Formula: C31H75BN2O3P2
Source: the OMol25 dataset
Level of theory: the ωB97M-V functional and the def2-TZVPD basis

Results
- maximum force (eV/Å) = 0.52
- relative energy (zero: lowest compared OMol25 entry of this formula, charge and spin) (eV) = 0.0000
- charge = 0
- energy (eV) = -61736.63411
- spin multiplicity = 1
- HOMO level (eV) = -4.54
- HOMO-LUMO gap (eV) = 3.939

```
114
Properties=species:S:1:pos:R:3:forces:R:3:lowdin_charge:R:1
C 7.073121 -3.871546 0.259354 -0.080 -0.084 -0.119 -0.12
C 7.857314 -3.277235 -0.920867 -0.176 0.170 0.025 -0.26
C 7.183045 -2.024528 -1.496963 0.116 0.012 -0.160 -0.27
C 5.822347 -2.302319 -2.170725 0.436 -0.108 0.050 -0.41
C 5.960576 -2.242538 -3.703151 -0.105 -0.174 -0.094 -0.13
P 4.367112 -1.172516 -1.414886 -0.021 -0.123 -0.175 0.68
C 3.211766 -1.309645 -2.971505 -0.144 -0.067 -0.093 -0.35
N 3.125836 -0.101867 -3.838053 0.009 0.007 0.028 -0.03
C 5.295097 0.432667 -2.034448 0.084 0.142 0.051 -0.35
N 4.445026 1.615348 -1.714827 0.289 0.093 0.172 -0.04
C 3.518956 -2.770651 -0.600385 -0.305 -0.025 -0.019 -0.28
C 3.170955 -4.042001 -1.407076 0.141 -0.396 0.305 -0.26
C 1.748784 -4.568659 -1.159295 0.074 0.150 0.025 -0.20
C 0.667332 -3.639826 -1.699120 -0.031 0.094 0.086 -0.19
C -0.753465 -4.160400 -1.535228 0.049 0.042 -0.025 -0.22
O -1.052534 -4.510748 -0.185524 0.017 0.153 -0.156 -0.15
C -1.086273 -3.385144 0.668719 -0.069 -0.006 0.308 -0.29
C -0.186506 -3.592717 1.886780 0.063 -0.008 -0.075 -0.06
B 3.057983 0.060529 -0.507280 0.396 0.206 -0.085 -0.72
O 3.304855 0.479951 0.802353 -0.056 0.428 -0.155 0.06
O 1.799621 0.438890 -0.991849 -0.364 -0.269 0.072 -0.04
C 1.186997 1.545137 -0.386474 0.028 0.090 -0.076 -0.13
H 6.367013 -4.639168 -0.069790 0.008 0.071 0.001 0.06
H 7.732879 -4.336514 0.996539 -0.031 0.028 -0.024 0.06
H 6.481305 -3.092935 0.748823 0.126 -0.022 0.068 0.06
H 8.868209 -3.012724 -0.590631 -0.022 -0.063 -0.045 0.09
H 7.950408 -4.019360 -1.722587 0.144 -0.013 0.096 0.10
H 7.078612 -1.297649 -0.683157 -0.047 -0.057 0.012 0.07
H 7.872569 -1.576237 -2.225821 -0.082 0.047 0.058 0.10
H 5.595170 -3.350712 -1.938069 -0.217 0.162 0.108 0.07
H 5.385251 -3.037874 -4.190528 -0.016 0.068 0.039 0.06
H 5.599967 -1.301725 -4.126348 0.095 0.021 0.026 0.04
H 7.001299 -2.376021 -4.025631 -0.058 0.044 0.026 0.06
H 5.193595 -1.069257 -0.139599 0.005 0.002 0.097 0.01
H 3.415372 -2.189739 -3.588371 0.089 0.024 0.032 0.05
H 2.221669 -1.488107 -2.544961 0.036 0.051 0.062 0.05
H 2.161406 0.186636 -3.938571 -0.011 0.003 -0.013 0.04
H 3.471284 -0.309370 -4.766438 0.003 -0.002 -0.010 0.05
H 5.567058 0.433774 -3.090125 -0.093 0.012 0.013 0.05
H 6.230891 0.526649 -1.471684 -0.072 -0.138 -0.017 0.06
H 4.209674 2.116700 -2.561591 -0.229 -0.175 -0.056 0.06
H 4.963688 2.261892 -1.131852 -0.013 0.050 -0.033 0.06
H 4.206727 -3.062526 0.200206 -0.007 0.116 -0.048 0.05
H 2.611438 -2.419612 -0.077581 0.042 0.023 -0.094 0.05
H 3.848652 -4.841770 -1.077309 0.003 0.048 -0.157 0.09
H 3.355409 -3.944906 -2.481448 -0.103 0.154 0.015 0.09
H 1.607882 -5.573772 -1.578897 0.090 0.077 -0.065 0.11
H 1.632114 -4.668998 -0.074334 -0.115 -0.066 -0.088 0.10
H 0.851447 -3.408301 -2.754185 -0.063 -0.116 0.003 0.12
H 0.736476 -2.674927 -1.182689 0.123 -0.003 -0.115 0.09
H -1.462214 -3.386787 -1.876579 -0.015 -0.140 -0.029 0.10
H -0.937264 -5.062755 -2.123357 0.098 0.020 0.052 0.12
H -2.126049 -3.227101 0.995010 0.035 -0.070 -0.052 0.10
H -0.771448 -2.495131 0.116076 -0.092 0.008 0.121 0.08
H 0.806338 -3.164797 1.734514 -0.041 -0.040 -0.022 0.07
H -0.620883 -3.152035 2.788312 0.037 0.016 -0.053 0.06
H -0.060006 -4.664274 2.052214 -0.091 0.052 0.055 0.08
H 4.259166 0.454824 0.940504 0.000 -0.486 0.133 0.07
H 1.834465 2.428102 -0.445219 -0.012 -0.025 0.044 0.10
H 0.947174 1.366008 0.669977 0.000 0.038 -0.002 0.08
H 0.261161 1.754371 -0.932982 0.303 -0.124 0.113 0.03
C -2.227925 -0.063499 -1.650854 0.014 0.029 0.010 -0.07
C -1.825147 0.205927 -0.206295 -0.119 -0.065 -0.057 -0.26
C -2.902208 -0.218555 0.791538 0.228 -0.025 -0.037 -0.23
C -4.110498 0.719502 0.889807 -0.141 -0.156 -0.120 -0.26
P -3.863295 2.194761 1.899346 0.064 0.040 0.044 1.03
C -3.173499 1.642717 3.481735 0.047 -0.089 0.063 -0.27
C -3.836604 0.479041 4.233872 -0.023 -0.029 -0.004 -0.22
C -5.155066 0.755041 4.961029 -0.003 0.018 0.009 -0.26
C -5.140198 1.984717 5.861135 -0.017 -0.018 0.014 -0.10
C -5.496927 2.896884 2.229909 -0.159 0.019 0.003 -0.26
C -6.396081 3.400271 1.091137 0.013 -0.022 -0.041 -0.22
C -6.028813 4.726416 0.427805 0.033 0.012 -0.005 -0.25
C -5.667052 5.845841 1.396409 -0.037 0.013 -0.012 -0.10
C -2.590515 3.381495 1.383859 0.219 0.122 -0.041 -0.25
C -2.638293 4.247536 0.116765 -0.137 0.052 0.012 -0.21
C -2.962990 3.556544 -1.217583 0.082 0.019 -0.063 -0.25
C -1.729580 3.363462 -2.095268 -0.050 0.005 -0.014 -0.09
H -3.161230 0.437980 -1.925156 0.003 -0.003 -0.003 0.07
H -1.454798 0.274335 -2.339957 0.031 -0.009 0.007 0.08
H -2.365477 -1.134667 -1.810125 -0.016 0.004 -0.002 0.07
H -1.563884 1.258703 -0.078749 -0.072 -0.071 0.037 0.06
H -0.914310 -0.352480 0.012370 0.045 0.083 -0.010 0.10
H -2.459084 -0.346719 1.781926 -0.011 -0.051 -0.006 0.10
H -3.261497 -1.205918 0.494364 -0.086 0.011 0.070 0.11
H -4.938222 0.203496 1.390627 0.003 0.051 0.057 0.10
H -4.497794 0.988015 -0.094994 0.075 0.094 0.004 0.09
H -3.073484 2.528272 4.113926 -0.067 0.009 -0.002 0.10
H -2.148495 1.347705 3.238418 0.006 0.041 -0.033 0.10
H -3.103574 0.146911 4.972753 0.006 0.014 -0.001 0.12
H -3.970733 -0.366581 3.555217 0.025 -0.012 0.013 0.10
H -5.368680 -0.124570 5.571546 -0.026 -0.005 -0.017 0.11
H -5.987257 0.816647 4.255925 0.020 0.024 -0.024 0.09
H -4.418089 1.869368 6.671273 0.029 0.017 -0.024 0.08
H -6.119565 2.143367 6.311770 0.012 -0.015 0.027 0.08
H -4.885887 2.897825 5.319148 -0.022 0.002 -0.006 0.05
H -5.387108 3.639891 3.023065 0.060 0.056 -0.060 0.09
H -6.019304 2.055735 2.691674 0.059 -0.001 0.059 0.08
H -7.394020 3.493172 1.526238 0.004 -0.011 0.019 0.12
H -6.475928 2.624150 0.325437 -0.034 -0.003 0.005 0.11
H -6.888343 5.038511 -0.168866 0.009 -0.008 -0.019 0.12
H -5.223150 4.572267 -0.288831 0.035 -0.019 0.036 0.07
H -6.518422 6.121723 2.021713 0.010 -0.027 0.027 0.08
H -5.355066 6.737856 0.853238 -0.033 0.012 0.005 0.08
H -4.843389 5.572967 2.060299 0.016 0.010 -0.018 0.06
H -1.659697 2.805901 1.413506 -0.057 -0.110 -0.044 0.10
H -2.526977 4.049984 2.251193 -0.004 -0.032 0.025 0.10
H -1.648966 4.703955 0.038066 0.002 0.003 0.024 0.12
H -3.318324 5.078666 0.295838 -0.048 -0.035 0.004 0.08
H -3.685031 4.164717 -1.766527 -0.019 -0.015 0.003 0.10
H -3.450612 2.592838 -1.053112 0.012 0.010 0.029 0.07
H -1.339188 4.330865 -2.414721 0.021 0.004 0.018 0.09
H -1.964776 2.788027 -2.990096 -0.004 0.006 -0.009 0.08
H -0.930796 2.844928 -1.564133 -0.160 0.128 -0.096 0.04
```
Forces are in eV/Å.